ORCA calculation (ωB97M-V with the def2-TZVPD basis set) on a cluster of 10 separate species, C5H33N2O9 in total at a distorted geometry.

```
49
Properties=species:S:1:pos:R:3:lowdin_charge:R:1
N -0.448 0.357 -0.461 0.2031
C 0.685 0.370 -1.582 -0.2432
C 0.793 -1.013 -2.175 -0.3443
C -0.561 -1.368 -2.903 -0.0558
C 1.939 -1.037 -3.239 -0.0418
C 0.299 1.619 -2.391 -0.1971
N -0.132 2.737 -1.504 0.0341
H -0.382 1.217 0.120 0.0947
H -0.421 -0.455 0.168 0.0986
H -1.409 0.446 -0.808 0.1389
H 1.619 0.608 -1.060 0.1339
H 0.978 -1.748 -1.417 0.1239
H -0.862 -2.369 -2.688 0.0546
H -0.543 -1.196 -3.982 0.0912
H -1.301 -0.682 -2.547 0.0382
H 1.784 -1.961 -3.802 0.0884
H 2.928 -0.882 -2.829 0.0760
H 1.740 -0.157 -3.902 0.0878
H -0.471 1.218 -3.086 0.1262
H 1.160 1.872 -3.013 0.1165
H 0.729 3.124 -1.172 0.0777
H -0.884 3.278 -1.870 0.0784
H -3.524 -2.451 -1.453 0.0440
H -2.449 -2.827 -0.392 -0.0120
O -2.592 -2.671 -1.356 -0.0874
H -3.271 -0.564 0.848 0.0300
H -4.244 0.575 1.224 0.0578
O -3.320 0.309 1.254 -0.0411
H -1.262 -3.226 1.570 0.0292
H -1.248 -4.461 0.519 0.0718
O -1.719 -3.687 0.836 -0.0694
H 0.538 -1.839 1.615 0.0791
H -0.582 -1.157 2.393 0.0579
O -0.430 -1.711 1.605 -0.0612
H -0.016 -0.575 4.627 0.0742
H 0.339 0.883 4.120 0.0494
O 0.454 -0.083 3.946 -0.0747
H -1.300 3.469 1.536 0.0858
H -1.723 2.043 2.008 0.0615
O -1.069 2.533 1.480 -0.0567
H 3.214 -0.891 2.750 0.0811
H 1.868 -0.260 2.828 0.0069
O 2.617 -0.358 2.206 -0.0573
H 2.902 1.214 1.529 0.0088
H 3.603 2.366 0.805 0.0526
O 2.725 1.974 0.900 -0.0907
H 0.482 2.607 2.456 0.0148
H 1.838 2.395 2.982 0.0365
O 0.927 2.413 3.309 -0.0709
```

Values from the calculation:
- Charge: +1
- E_HOMO: -12.65 eV
- Largest force on an atom: 3.03 eV Å⁻¹
- Gap between HOMO and LUMO: 10.0 eV